[1]
{"formula": "C39H37BN6O17S", "method": "ωB97M-V with the def2-TZVPD basis set", "total_energy_ha": -3538.45650, "spin_multiplicity": 1, "charge": 0, "species": ["C", "C", "O", "S", "O", "O", "C", "B", "O", "O", "H", "H", "H", "H", "H", "H", "H", "C", "C", "C", "C", "C", "C", "N", "O", "O", "H", "H", "H", "H", "H", "C", "C", "C", "C", "C", "C", "N", "O", "O", "H", "H", "H", "H", "H", "C", "C", "C", "C", "C", "C", "N", "O", "O", "H", "H", "H", "H", "H", "C", "C", "C", "C", "C", "C", "N", "O", "O", "H", "H", "H", "H", "H", "C", "C", "C", "C", "C", "C", "N", "O", "O", "H", "H", "H", "H", "H", "C", "C", "C", "C", "C", "C", "N", "O", "O", "H", "H", "H", "H", "H"], "positions_angstrom": [[-3.85, -1.05, 1.84], [-4.32, -0.64, 0.64], [-5.14, -1.36, -0.18], [-5.29, -2.99, 0.18], [-5.90, -3.47, -1.04], [-6.45, -2.94, 1.30], [-7.76, -2.48, 0.92], [-8.04, -0.93, 1.03], [-7.12, -0.05, 1.50], [-9.31, -0.47, 0.61], [-4.52, -1.40, 2.62], [-2.79, -1.04, 2.09], [-4.16, 0.37, 0.26], [-8.45, -2.97, 1.62], [-8.03, -2.85, -0.08], [-7.37, 0.86, 1.33], [-9.93, -0.47, 1.34], [2.59, 0.19, -0.78], [3.13, -0.64, 0.19], [2.30, -1.47, 0.93], [0.94, -1.45, 0.68], [0.38, -0.62, -0.27], [1.22, 0.20, -1.01], [0.06, -2.34, 1.46], [0.56, -3.04, 2.31], [-1.12, -2.32, 1.19], [3.24, 0.83, -1.37], [4.20, -0.65, 0.37], [2.71, -2.13, 1.68], [-0.69, -0.63, -0.44], [0.80, 0.85, -1.77], [-7.68, 2.34, -1.16], [-7.38, 3.67, -1.41], [-8.41, 4.57, -1.67], [-9.71, 4.11, -1.66], [-10.03, 2.79, -1.42], [-9.00, 1.89, -1.16], [-10.80, 5.07, -1.92], [-10.50, 6.22, -2.15], [-11.94, 4.64, -1.88], [-6.87, 1.64, -0.96], [-6.36, 4.01, -1.40], [-8.20, 5.61, -1.87], [-11.06, 2.46, -1.42], [-9.22, 0.85, -0.97], [-1.10, 3.62, -4.38], [-2.48, 3.70, -4.44], [-3.24, 3.40, -3.32], [-2.59, 3.02, -2.16], [-1.21, 2.93, -2.08], [-0.46, 3.24, -3.21], [-3.36, 2.69, -0.96], [-4.57, 2.73, -1.01], [-2.73, 2.36, 0.03], [-0.51, 3.87, -5.25], [-2.97, 4.00, -5.35], [-4.32, 3.44, -3.34], [-0.73, 2.63, -1.16], [0.62, 3.18, -3.17], [3.95, -3.86, 6.26], [5.06, -3.34, 6.92], [5.61, -2.13, 6.52], [5.03, -1.46, 5.47], [3.93, -1.96, 4.79], [3.39, -3.17, 5.19], [5.60, -0.17, 5.04], [6.59, 0.23, 5.63], [5.06, 0.42, 4.13], [3.52, -4.80, 6.57], [5.49, -3.88, 7.75], [6.47, -1.72, 7.03], [3.50, -1.41, 3.97], [2.53, -3.57, 4.67], [10.29, -2.30, 3.38], [10.55, -2.76, 2.10], [9.52, -3.29, 1.33], [8.26, -3.36, 1.88], [7.98, -2.92, 3.16], [9.01, -2.39, 3.92], [7.15, -3.90, 1.06], [7.42, -4.30, -0.05], [6.04, -3.92, 1.55], [11.09, -1.88, 3.97], [11.54, -2.69, 1.68], [9.70, -3.65, 0.33], [6.98, -3.00, 3.56], [8.81, -2.04, 4.92], [5.12, -0.24, -4.51], [5.61, 1.02, -4.85], [4.74, 2.01, -5.27], [3.39, 1.72, -5.34], [2.88, 0.48, -5.00], [3.76, -0.51, -4.59], [2.45, 2.78, -5.76], [2.91, 3.86, -6.05], [1.27, 2.50, -5.77], [5.81, -1.01, -4.18], [6.67, 1.23, -4.79], [5.10, 2.99, -5.54], [1.82, 0.29, -5.07], [3.38, -1.48, -4.32]]}

---

[2]
{"formula": "C39H37N6OPPbS3Se", "method": "ωB97M-V with the def2-TZVPD basis set", "total_energy_ha": -6041.79266, "spin_multiplicity": 1, "charge": 2, "species": ["Pb", "C", "C", "C", "C", "C", "C", "P", "C", "C", "C", "C", "C", "C", "C", "C", "C", "C", "C", "C", "H", "H", "H", "H", "H", "H", "H", "H", "H", "H", "H", "H", "H", "H", "C", "C", "N", "C", "C", "S", "C", "C", "S", "C", "N", "C", "H", "H", "H", "H", "H", "H", "H", "H", "S", "C", "C", "N", "C", "H", "H", "H", "C", "N", "C", "C", "O", "N", "C", "N", "H", "H", "H", "H", "H", "H", "H", "Se", "C", "C", "C", "C", "C", "C", "H", "H", "H", "H", "H"], "positions_angstrom": [[-0.67, -0.64, 0.46], [4.63, 1.47, -4.96], [3.31, 0.97, -4.93], [2.61, 0.92, -3.70], [3.13, 1.52, -2.55], [4.38, 2.17, -2.63], [5.16, 2.04, -3.80], [2.11, 1.68, -1.10], [2.46, 3.37, -0.58], [2.23, 4.41, -1.46], [2.19, 5.71, -0.98], [2.45, 6.02, 0.35], [2.69, 4.96, 1.23], [2.78, 3.64, 0.75], [0.44, 1.73, -1.82], [0.22, 2.54, -2.96], [-1.07, 2.68, -3.42], [-2.11, 2.19, -2.71], [-1.90, 1.41, -1.59], [-0.63, 1.08, -1.17], [5.24, 1.37, -5.84], [2.93, 0.64, -5.89], [1.59, 0.55, -3.67], [4.73, 2.86, -1.86], [6.13, 2.49, -3.88], [2.13, 4.19, -2.52], [2.14, 6.48, -1.67], [2.50, 7.06, 0.71], [2.76, 5.15, 2.27], [3.06, 2.83, 1.48], [1.01, 2.91, -3.58], [-1.25, 3.32, -4.30], [-3.19, 2.39, -2.98], [-2.71, 1.05, -1.02], [-3.75, -1.95, -2.49], [-4.16, -1.72, -1.10], [-3.42, -1.97, -0.05], [-4.13, -1.66, 1.13], [-5.22, -0.83, 0.94], [-5.59, -0.70, -0.75], [-3.80, -2.25, 2.45], [-4.44, -2.20, 3.68], [-3.62, -3.15, 4.84], [-2.35, -3.47, 3.60], [-2.63, -2.97, 2.42], [-1.13, -4.29, 3.75], [-3.23, -1.08, -2.96], [-4.61, -2.21, -3.13], [-3.03, -2.74, -2.46], [-5.71, -0.27, 1.75], [-5.36, -1.74, 3.92], [-0.62, -3.93, 4.64], [-0.52, -4.21, 2.86], [-1.39, -5.30, 3.95], [-2.79, 2.25, 4.15], [-1.90, 3.40, 3.12], [-1.78, 2.79, 1.88], [-2.34, 1.50, 1.74], [-2.92, 1.13, 2.86], [-1.57, 4.36, 3.50], [-1.16, 3.24, 1.07], [-3.38, 0.16, 3.00], [0.08, -6.02, -2.13], [0.19, -4.59, -1.84], [1.36, -3.81, -2.36], [0.97, -2.38, -1.79], [1.65, -1.36, -1.83], [-0.24, -2.50, -1.13], [-0.55, -3.82, -1.03], [-1.47, -4.31, -0.22], [0.50, -6.65, -1.35], [0.61, -6.14, -3.10], [-0.92, -6.27, -2.45], [1.39, -3.67, -3.47], [2.35, -4.14, -2.10], [-2.14, -3.61, 0.24], [-1.69, -5.33, -0.28], [2.35, -0.34, 0.79], [2.25, 0.13, 2.62], [1.31, 1.01, 3.10], [0.91, 0.93, 4.42], [1.58, 0.13, 5.34], [2.62, -0.67, 4.88], [3.05, -0.59, 3.53], [0.77, 1.63, 2.33], [-0.03, 1.42, 4.67], [1.21, 0.14, 6.36], [3.05, -1.41, 5.56], [3.93, -1.13, 3.21]]}

---

[3]
{"formula": "C39H38Br6F3Li2N6O8", "method": "ωB97M-V with the def2-TZVPD basis set", "total_energy_ha": -18197.28648, "spin_multiplicity": 1, "charge": 1, "species": ["Li", "Li", "C", "O", "O", "C", "F", "F", "F", "C", "C", "H", "H", "H", "H", "H", "H", "C", "Br", "Br", "Br", "H", "C", "Br", "Br", "Br", "H", "C", "C", "C", "C", "C", "C", "N", "O", "O", "H", "H", "H", "H", "H", "C", "C", "C", "C", "C", "C", "N", "O", "O", "H", "H", "H", "H", "H", "C", "C", "C", "C", "C", "C", "N", "O", "O", "H", "H", "H", "H", "H", "N", "C", "C", "C", "C", "C", "H", "H", "H", "H", "H", "N", "C", "C", "C", "C", "C", "H", "H", "H", "H", "H", "N", "C", "C", "C", "C", "C", "H", "H", "H", "H", "H"], "positions_angstrom": [[-3.04, -4.14, 0.52], [-6.53, -1.62, 2.72], [-1.24, 0.59, -0.38], [-0.17, -0.41, -0.73], [-2.14, -0.32, 0.22], [-0.66, 1.82, 0.51], [-0.65, 1.57, 1.84], [0.58, 2.10, 0.08], [-1.46, 2.85, 0.32], [0.70, 0.07, -1.84], [1.61, -1.09, -2.34], [1.64, -1.92, -1.63], [1.31, -1.61, -3.25], [2.61, -0.66, -2.43], [1.38, 0.89, -1.60], [0.12, 0.32, -2.73], [-1.60, 1.03, -1.31], [2.32, -8.23, -5.93], [3.89, -9.30, -5.33], [0.71, -9.39, -6.16], [2.57, -7.43, -7.66], [2.19, -7.41, -5.22], [-3.18, 9.74, 3.47], [-4.33, 10.25, 4.98], [-1.28, 9.51, 4.02], [-3.24, 11.02, 1.86], [-3.51, 8.79, 3.05], [-5.35, 6.57, -4.11], [-5.37, 5.21, -4.04], [-5.33, 4.35, -5.14], [-5.17, 4.95, -6.38], [-5.10, 6.33, -6.53], [-5.23, 7.16, -5.37], [-5.08, 4.10, -7.59], [-4.29, 4.46, -8.47], [-5.89, 3.14, -7.76], [-5.51, 7.26, -3.30], [-5.45, 4.83, -3.03], [-5.35, 3.29, -4.98], [-5.04, 6.79, -7.51], [-5.32, 8.21, -5.57], [0.52, -3.46, 7.22], [0.08, -4.80, 7.19], [0.85, -5.75, 7.87], [1.94, -5.39, 8.71], [2.32, -4.04, 8.74], [1.64, -3.10, 7.98], [2.67, -6.40, 9.50], [3.37, -6.12, 10.50], [2.44, -7.57, 9.22], [-0.03, -2.78, 6.59], [-0.70, -5.13, 6.52], [0.54, -6.78, 7.73], [3.21, -3.73, 9.28], [1.92, -2.06, 7.93], [1.91, 6.06, -3.96], [2.23, 6.46, -2.64], [3.49, 6.14, -2.18], [4.39, 5.32, -2.86], [4.01, 4.82, -4.13], [2.74, 5.13, -4.70], [5.71, 4.89, -2.33], [6.28, 5.55, -1.54], [6.12, 3.77, -2.61], [1.09, 6.52, -4.51], [1.52, 7.06, -2.07], [3.69, 6.41, -1.16], [4.70, 4.17, -4.67], [2.51, 4.85, -5.71], [-4.87, -4.94, -3.91], [-4.70, -4.24, -5.05], [-5.51, -4.36, -6.20], [-6.52, -5.36, -6.19], [-6.66, -6.16, -5.04], [-5.90, -5.84, -3.89], [-3.96, -3.46, -5.15], [-5.24, -3.66, -6.98], [-7.18, -5.41, -7.05], [-7.38, -6.96, -4.97], [-6.04, -6.39, -2.97], [7.08, 4.77, 6.94], [6.39, 4.15, 8.01], [5.01, 4.07, 7.98], [4.32, 4.62, 6.87], [5.04, 5.27, 5.85], [6.42, 5.32, 5.91], [6.92, 3.70, 8.84], [4.44, 3.75, 8.83], [3.25, 4.64, 6.70], [4.59, 5.54, 4.91], [6.97, 5.72, 5.08], [0.45, -6.92, 1.03], [0.44, -8.24, 0.54], [1.30, -9.22, 0.96], [2.29, -8.86, 1.90], [2.43, -7.53, 2.29], [1.48, -6.63, 1.85], [-0.30, -8.35, -0.24], [1.28, -10.17, 0.46], [2.88, -9.65, 2.36], [3.31, -7.28, 2.87], [1.66, -5.64, 2.26]]}

---

[4]
{"formula": "C39H38INO6", "method": "ωB97M-V with the def2-TZVPD basis set", "total_energy_ha": -2312.79077, "smiles": "CCC[C@H](OC(=O)CCCN)[C@@H](I)CC.O=C1c2ccccc2C(=O)c2ccccc21.O=C1c2ccccc2C(=O)c2ccccc21", "spin_multiplicity": 1, "charge": 0, "species": ["C", "C", "C", "C", "O", "C", "O", "C", "C", "C", "N", "C", "I", "C", "C", "H", "H", "H", "H", "H", "H", "H", "H", "H", "H", "H", "H", "H", "H", "H", "H", "H", "H", "H", "H", "H", "H", "C", "C", "C", "C", "C", "C", "C", "O", "C", "C", "C", "C", "C", "C", "C", "O", "H", "H", "H", "H", "H", "H", "H", "H", "C", "C", "C", "C", "C", "C", "C", "O", "C", "C", "C", "C", "C", "C", "C", "O", "H", "H", "H", "H", "H", "H", "H", "H"], "positions_angstrom": [[1.33, -2.28, 0.46], [0.76, -0.79, 0.32], [-0.74, -0.82, -0.23], [-1.51, 0.59, -0.06], [-0.62, 1.68, -0.37], [-1.01, 2.39, -1.52], [-2.15, 2.73, -1.82], [0.17, 2.85, -2.51], [1.50, 3.24, -1.69], [1.51, 4.75, -1.19], [1.09, 4.91, 0.25], [-1.89, 0.73, 1.53], [-0.68, 2.40, 2.35], [-3.40, 1.15, 1.76], [-3.66, 1.30, 3.36], [1.41, -2.55, 1.55], [2.34, -2.33, -0.08], [0.62, -2.96, -0.12], [0.75, -0.20, 1.28], [1.38, -0.22, -0.43], [-0.72, -1.00, -1.36], [-1.35, -1.69, 0.19], [-2.43, 0.52, -0.71], [0.37, 2.08, -3.32], [-0.21, 3.84, -2.95], [1.69, 2.57, -0.80], [2.36, 3.11, -2.42], [2.59, 5.11, -1.28], [0.83, 5.39, -1.82], [0.10, 5.21, 0.20], [1.56, 5.73, 0.67], [-1.55, -0.17, 2.12], [-3.52, 2.21, 1.35], [-4.15, 0.45, 1.27], [-2.80, 0.75, 3.86], [-3.61, 2.39, 3.69], [-4.64, 0.82, 3.67], [-1.37, -2.98, -9.84], [-1.90, -1.94, -10.59], [-2.34, -0.78, -9.96], [-2.25, -0.66, -8.58], [-1.73, -1.72, -7.82], [-1.28, -2.87, -8.46], [-1.67, -1.62, -6.35], [-1.22, -2.54, -5.69], [-2.18, -0.40, -5.68], [-2.19, -0.32, -4.29], [-2.65, 0.83, -3.66], [-3.11, 1.91, -4.42], [-3.11, 1.83, -5.81], [-2.65, 0.67, -6.44], [-2.69, 0.59, -7.92], [-3.09, 1.53, -8.58], [-1.02, -3.88, -10.33], [-1.98, -2.03, -11.67], [-2.75, 0.03, -10.56], [-0.87, -3.69, -7.88], [-1.84, -1.16, -3.70], [-2.66, 0.88, -2.58], [-3.46, 2.80, -3.93], [-3.46, 2.67, -6.39], [5.16, -4.72, 7.48], [5.71, -3.82, 8.40], [5.17, -2.55, 8.54], [4.08, -2.17, 7.76], [3.54, -3.05, 6.83], [4.08, -4.34, 6.70], [2.42, -2.64, 5.96], [1.94, -3.42, 5.15], [1.88, -1.27, 6.09], [0.86, -0.84, 5.24], [0.34, 0.44, 5.35], [0.84, 1.30, 6.33], [1.86, 0.89, 7.18], [2.39, -0.39, 7.05], [3.50, -0.81, 7.93], [3.94, -0.06, 8.78], [5.57, -5.72, 7.38], [6.56, -4.12, 9.00], [5.60, -1.86, 9.26], [3.65, -5.04, 5.99], [0.47, -1.51, 4.48], [-0.45, 0.77, 4.69], [0.43, 2.30, 6.43], [2.24, 1.57, 7.93]]}